{"formula": "C8H40N16O12", "method": "the ωB97M-V functional and the def2-TZVPD basis", "homo_ev": -9.5, "orbital_gap_ev": 9.1, "smiles": "NC(N)=O.NC(N)=O.NC(N)=O.NC(N)=O.NC(N)=O.NC(N)=O.NC(N)=O.NC(N)=O.O.O.O.O", "de_lowest_ev": 7.637, "total_energy_ev": -57359.0397, "symbols": ["O", "H", "H", "O", "H", "H", "O", "H", "H", "O", "H", "H", "C", "O", "N", "N", "H", "H", "H", "H", "C", "O", "N", "N", "H", "H", "H", "H", "C", "O", "N", "N", "H", "H", "H", "H", "C", "O", "N", "N", "H", "H", "H", "H", "C", "O", "N", "N", "H", "H", "H", "H", "C", "O", "N", "N", "H", "H", "H", "H", "C", "O", "N", "N", "H", "H", "H", "H", "C", "O", "N", "N", "H", "H", "H", "H"], "positions_angstrom": [[2.6767, -1.4282, 4.9501], [1.8280, -1.1341, 4.6193], [2.4724, -1.8747, 5.7718], [-3.5861, -5.3989, 1.0106], [-2.6631, -5.2203, 1.1910], [-3.8923, -5.8798, 1.7795], [-0.7733, -3.9517, 3.7109], [-0.0132, -4.5154, 3.8547], [-1.2760, -4.0149, 4.5230], [5.9115, -2.7650, 2.7959], [5.1119, -2.2548, 2.6672], [6.3304, -2.3665, 3.5587], [7.3391, 1.2058, -1.0793], [6.2105, 0.7580, -0.9413], [8.2627, 1.1824, -0.1699], [7.6615, 1.8421, -2.1345], [7.9039, 0.5741, 0.5522], [9.2292, 1.3487, -0.4112], [6.7902, 2.0993, -2.5760], [8.5818, 2.2327, -2.2783], [0.0167, -1.1017, -0.4473], [-0.0952, -0.2061, -1.3572], [1.1375, -1.7215, -0.1216], [-0.9017, -1.3090, 0.4260], [1.9858, -1.3834, -0.5530], [1.1822, -2.5384, 0.4708], [-1.7739, -0.8018, 0.3796], [-0.6989, -1.8458, 1.2572], [-8.8242, -1.6430, 1.3132], [-9.5936, -2.4390, 1.8238], [-7.9548, -1.8533, 0.3681], [-9.1329, -0.3447, 1.3345], [-7.9912, -2.8157, 0.0639], [-7.2457, -1.2577, -0.0351], [-9.9497, -0.1741, 1.9035], [-8.4483, 0.3960, 1.2813], [2.9591, 4.6427, -3.6388], [3.8547, 5.2131, -4.0865], [2.4679, 4.7979, -2.4678], [2.3712, 3.7062, -4.3158], [1.9635, 3.9835, -2.1476], [2.5791, 5.7403, -2.1221], [1.9237, 2.9261, -3.8563], [2.7334, 3.6464, -5.2567], [-0.6845, 3.0468, 3.9156], [-0.8200, 1.8605, 4.2650], [-0.0586, 3.4762, 2.8797], [-1.1050, 4.0040, 4.7344], [0.2249, 2.6998, 2.2993], [0.3205, 4.4062, 2.7725], [-1.5104, 3.5565, 5.5440], [-0.7715, 4.9548, 4.8036], [-2.7247, 2.5398, -6.4728], [-3.4928, 2.2485, -7.3547], [-2.9388, 2.4444, -5.1926], [-1.5287, 3.0110, -6.7565], [-2.1839, 2.4283, -4.5218], [-3.8907, 2.1895, -4.9713], [-1.3073, 3.8287, -6.2066], [-1.4584, 3.0571, -7.7630], [4.6840, -4.2702, -4.2517], [4.1556, -5.2655, -4.7895], [5.9278, -4.3113, -3.8811], [4.2030, -3.1138, -3.9964], [6.4305, -5.1738, -4.0344], [6.3845, -3.4323, -3.6838], [3.2059, -2.9639, -3.9376], [4.7498, -2.3822, -3.5653], [-5.4661, -0.4125, 5.2704], [-5.9543, -0.6117, 6.3470], [-5.7907, 0.6717, 4.5308], [-4.7110, -1.3468, 4.7283], [-6.4034, 1.3532, 4.9552], [-5.5936, 0.6213, 3.5415], [-4.3171, -2.0683, 5.3152], [-4.2456, -1.1011, 3.8662]], "lowdin_charge": [-0.053, 0.026, 0.029, -0.053, 0.018, 0.029, -0.054, 0.033, 0.030, -0.056, 0.023, 0.028, -0.840, 0.014, 0.170, 0.169, 0.122, 0.116, 0.129, 0.120, -0.724, -0.055, 0.154, 0.164, 0.115, 0.110, 0.124, 0.108, -0.761, 0.041, 0.155, 0.130, 0.119, 0.114, 0.108, 0.095, -0.903, 0.102, 0.170, 0.159, 0.115, 0.129, 0.109, 0.120, -0.770, -0.010, 0.171, 0.146, 0.123, 0.121, 0.112, 0.107, -0.810, 0.049, 0.166, 0.141, 0.115, 0.120, 0.106, 0.113, -0.780, 0.000, 0.146, 0.165, 0.123, 0.108, 0.125, 0.113, -0.764, 0.040, 0.152, 0.158, 0.111, 0.091, 0.116, 0.098]}


{"formula": "C8H44N16O14", "method": "the ωB97M-V functional and the def2-TZVPD basis", "homo_ev": -8.1, "orbital_gap_ev": 8.1, "de_lowest_ev": 4.976, "total_energy_ev": -61520.3297, "symbols": ["C", "O", "N", "N", "H", "H", "H", "H", "C", "O", "N", "N", "H", "H", "H", "H", "C", "O", "N", "N", "H", "H", "H", "H", "C", "O", "N", "N", "H", "H", "H", "H", "C", "O", "N", "N", "H", "H", "H", "H", "C", "O", "N", "N", "H", "H", "H", "H", "C", "O", "N", "N", "H", "H", "H", "H", "C", "O", "N", "N", "H", "H", "H", "H", "O", "H", "H", "O", "H", "H", "O", "H", "H", "O", "H", "H", "O", "H", "H", "O", "H", "H"], "positions_angstrom": [[-1.7811, 3.8793, 0.2186], [-2.3089, 4.8966, 0.6080], [-0.5237, 3.5072, 0.2946], [-2.4142, 2.8589, -0.0494], [0.2371, 4.0592, 0.6641], [-0.1748, 2.6295, -0.0633], [-1.8668, 2.0331, -0.2456], [-3.4136, 2.9995, -0.0877], [3.0079, -0.5838, -4.5672], [2.9775, -0.2954, -3.4011], [3.4835, -1.7078, -5.0626], [2.7813, 0.2374, -5.5789], [3.1778, -1.8780, -6.0101], [3.8187, -2.3556, -4.3640], [2.4225, 1.1653, -5.4045], [2.9592, -0.1577, -6.4912], [-0.6835, -2.4727, -3.7375], [-0.3926, -2.5351, -2.5352], [-1.8854, -2.2697, -4.2279], [0.1864, -2.5665, -4.6603], [-2.5440, -1.9286, -3.5424], [-1.7918, -1.7082, -5.0622], [1.1286, -2.6418, -4.3044], [-0.1165, -2.7334, -5.6092], [0.1454, 0.2595, 0.1768], [-0.9532, 0.3353, -0.3498], [1.1349, -0.3569, -0.2021], [0.4231, 0.9781, 1.2699], [1.8037, -0.5642, 0.5259], [1.2154, -0.7048, -1.1468], [-0.3487, 1.4804, 1.6848], [1.3761, 0.8817, 1.5904], [2.4796, -3.9716, 2.0009], [2.3396, -2.8023, 1.5560], [1.5574, -4.8658, 1.9091], [3.5072, -4.3640, 2.6228], [1.6261, -5.5415, 2.6566], [0.9632, -5.0666, 1.1175], [4.1769, -3.6404, 2.8419], [3.4666, -5.1176, 3.2940], [-2.1096, 1.3766, -3.8926], [-0.9837, 1.6859, -4.0936], [-2.5508, 0.8088, -2.8279], [-3.1283, 1.6114, -4.7306], [-3.5384, 0.5973, -2.8264], [-1.9464, 0.5662, -2.0560], [-4.0142, 1.2343, -4.4255], [-2.9498, 2.0066, -5.6428], [-0.7511, -0.9555, 3.6783], [-0.8335, -2.1068, 3.3499], [-1.5446, 0.1072, 3.4003], [0.2513, -0.5538, 4.4376], [-1.3690, 1.0331, 3.7635], [-2.2526, -0.0430, 2.6958], [0.9900, -1.2163, 4.6263], [0.5654, 0.3960, 4.2985], [-0.6418, 3.2239, 5.0327], [-1.0960, 2.6337, 4.0487], [-1.3218, 3.8651, 5.8948], [0.6229, 3.4169, 5.3272], [-2.3044, 3.6330, 5.9224], [-0.9755, 4.2442, 6.7645], [1.2584, 2.7204, 4.9649], [0.7842, 3.8774, 6.2115], [0.8551, 2.5748, -1.9373], [1.7765, 2.5161, -1.6846], [0.6451, 1.7070, -2.2824], [-3.6910, -1.5316, -2.0268], [-2.8134, -1.1501, -2.0038], [-3.9003, -1.7076, -1.1095], [-0.7985, -3.0734, -0.1612], [-0.8252, -2.8519, -1.0920], [-0.1007, -2.5242, 0.1963], [2.4082, 1.2859, 4.1455], [2.4789, 0.8328, 3.3053], [3.1710, 1.8635, 4.1717], [-3.3858, -0.0345, 1.1290], [-2.7760, 0.0410, 0.3951], [-3.9495, -0.7727, 0.8977], [2.9134, -0.0429, 2.1424], [3.7437, 0.2915, 1.8032], [2.8904, -0.9577, 1.8616]], "lowdin_charge": [-0.826, 0.024, 0.147, 0.185, 0.118, 0.040, 0.063, 0.139, -0.793, 0.049, 0.142, 0.168, 0.105, 0.125, 0.126, 0.103, -0.715, 0.026, 0.191, 0.190, 0.064, 0.114, 0.110, 0.129, -0.763, -0.008, 0.236, 0.202, 0.088, 0.134, 0.104, 0.074, -0.744, -0.007, 0.199, 0.181, 0.115, 0.130, 0.127, 0.125, -0.790, 0.070, 0.169, 0.158, 0.104, 0.074, 0.100, 0.113, -0.750, 0.038, 0.160, 0.150, 0.023, 0.061, 0.104, 0.049, -0.725, 0.026, 0.170, 0.174, 0.133, 0.119, 0.070, 0.108, -0.042, 0.043, 0.008, -0.040, -0.005, 0.048, -0.077, -0.068, -0.011, -0.071, -0.053, 0.054, -0.037, -0.009, 0.040, -0.037, 0.102, 0.030]}


{"formula": "C8H48Cl2N3O22P", "method": "the ωB97M-V functional and the def2-TZVPD basis", "homo_ev": -8.8, "orbital_gap_ev": 7.5, "total_energy_ev": -92924.2138, "symbols": ["N", "P", "O", "C", "C", "N", "C", "C", "Cl", "C", "C", "C", "Cl", "C", "N", "H", "H", "H", "H", "H", "H", "O", "H", "H", "O", "H", "H", "O", "H", "H", "O", "H", "H", "O", "H", "H", "O", "H", "H", "O", "H", "H", "O", "H", "H", "O", "H", "H", "O", "H", "H", "O", "H", "H", "O", "H", "H", "O", "H", "H", "O", "H", "H", "O", "H", "H", "O", "H", "H", "O", "H", "H", "O", "H", "H", "O", "H", "H", "O", "H", "H", "O", "H", "H"], "positions_angstrom": [[4.5689, -1.2498, 0.0437], [3.3028, -1.1003, 1.1812], [3.6778, -2.2140, 2.4000], [1.6718, -1.7469, 0.4752], [1.6022, -2.7906, -0.5517], [0.4899, -3.3301, -1.0700], [-0.6032, -2.7483, -0.4797], [-1.9319, -3.2257, -0.8890], [-2.1160, -4.5184, -2.1079], [-3.1324, -2.7182, -0.3466], [-3.0931, -1.6441, 0.6475], [-1.8295, -1.1685, 1.0330], [-1.6859, 0.1380, 2.2179], [-0.5787, -1.7010, 0.4975], [0.5807, -1.1803, 0.9891], [4.5580, -0.5071, -0.6577], [4.6618, -2.1788, -0.3608], [2.8643, -2.6505, 2.6963], [2.5606, -3.1859, -0.9306], [-4.1171, -3.0913, -0.6457], [-3.9930, -1.2243, 1.1091], [0.7277, 2.8900, 2.9214], [0.1423, 2.2436, 2.5154], [1.6132, 2.5538, 2.7404], [4.9472, 1.1826, -1.8067], [4.5335, 2.0512, -1.9101], [5.8487, 1.3188, -2.1157], [-2.7487, 2.3903, -0.5494], [-2.6368, 1.7238, 0.1375], [-3.1428, 3.1396, -0.0845], [2.9898, -0.2709, 4.6627], [3.2459, -0.6563, 3.8123], [2.2998, -0.8570, 4.9904], [-0.6168, -3.2048, -5.2664], [-1.4210, -3.1803, -5.7940], [-0.9309, -3.3129, -4.3621], [-3.7014, -3.7626, 2.5925], [-4.2214, -4.5571, 2.7530], [-3.4732, -3.4502, 3.4749], [4.4433, 3.4056, -1.7497], [3.5828, 3.5219, -1.3270], [5.0753, 3.6574, -1.0688], [0.0207, -6.7045, -3.8431], [-0.6427, -6.1416, -3.4288], [-0.4898, -7.3048, -4.3950], [5.3558, 1.5249, 3.7382], [5.6171, 1.1483, 2.8916], [4.6679, 0.9286, 4.0595], [1.9179, 4.8355, -1.4055], [1.2566, 5.4889, -1.1527], [2.1350, 5.0626, -2.3206], [-0.1977, -2.2288, 4.7298], [-0.3556, -1.6489, 5.4822], [-0.6773, -1.8097, 4.0062], [-5.6571, 1.4950, 0.0588], [-4.8365, 1.7811, -0.3621], [-6.2734, 1.3949, -0.6731], [0.4723, 3.5227, -3.7165], [-0.0886, 2.7698, -3.4864], [0.7678, 3.8530, -2.8646], [-2.1688, 4.4101, 2.8413], [-2.0078, 4.9118, 3.6463], [-1.3200, 4.4272, 2.3839], [-0.1243, 1.8165, -1.7618], [-0.9928, 1.9090, -1.3419], [0.4995, 2.0835, -1.0780], [-5.7778, 1.0274, 3.2886], [-6.4785, 1.6315, 3.5585], [-5.5881, 1.2775, 2.3768], [-5.3298, -1.1450, -1.6582], [-5.1153, -1.5276, -2.5164], [-6.0213, -1.7196, -1.3113], [1.4262, -6.6480, -0.6830], [0.9944, -5.7939, -0.8032], [2.3167, -6.5100, -1.0190], [6.1713, 2.4478, -3.8121], [5.6991, 1.8715, -4.4230], [6.8512, 2.8608, -4.3548], [-5.9814, 2.8069, 5.4905], [-5.7752, 3.3218, 6.2767], [-5.1663, 2.8202, 4.9755], [2.7091, 4.4821, -5.7159], [2.8573, 4.0477, -6.5605], [2.0084, 3.9619, -5.3011]], "lowdin_charge": [-0.162, 0.851, -0.315, -0.353, -0.080, 0.126, -0.214, -0.498, 0.693, -0.094, -0.077, -0.537, 0.715, -0.234, 0.089, -0.006, 0.033, 0.053, 0.108, 0.095, 0.115, -0.062, -0.021, 0.039, -0.109, -0.103, 0.016, -0.042, 0.010, 0.068, -0.068, -0.035, 0.027, -0.063, 0.032, -0.020, -0.043, 0.045, 0.045, 0.006, 0.055, 0.098, -0.066, -0.050, 0.034, -0.065, 0.023, -0.009, -0.044, 0.066, 0.059, -0.062, 0.042, -0.013, -0.051, 0.003, 0.042, -0.065, 0.022, -0.019, -0.066, 0.038, 0.016, -0.051, 0.009, 0.047, -0.069, 0.022, -0.002, -0.051, 0.049, 0.049, -0.062, -0.007, 0.033, -0.049, 0.057, 0.051, -0.062, 0.037, 0.029, -0.070, 0.028, -0.003]}